1.
{"formula": "C5H20O5", "method": "the ωB97M-V functional and the def2-TZVPD basis", "symbols": ["C", "O", "H", "H", "H", "H", "C", "O", "H", "H", "H", "H", "C", "O", "H", "H", "H", "H", "C", "O", "H", "H", "H", "H", "C", "O", "H", "H", "H", "H"], "positions_angstrom": [[-20.79514, -27.84192, 4.48534], [-21.76933, -27.98606, 5.44006], [-19.74690, -27.78298, 4.77831], [-20.93938, -28.68793, 3.81337], [-20.98947, -26.92092, 3.93573], [-22.54484, -27.79633, 4.90697], [-18.75350, -29.72583, 2.85373], [-20.02534, -30.45102, 2.91939], [-17.89255, -30.36913, 2.67196], [-18.81676, -28.92110, 2.12127], [-18.57793, -29.30532, 3.84390], [-20.28896, -30.56343, 3.83562], [-22.27939, -30.05174, 1.85111], [-21.08821, -30.00448, 1.10985], [-23.06322, -30.27715, 1.12799], [-22.35851, -30.96756, 2.43686], [-22.50217, -29.07415, 2.27864], [-20.43555, -30.49531, 1.61454], [-19.20540, -31.44000, 5.20882], [-19.78202, -30.18734, 4.99059], [-19.79143, -32.20776, 4.70363], [-18.25637, -31.47981, 4.67417], [-19.00744, -31.78737, 6.22285], [-19.98122, -29.76594, 5.82983], [-19.01257, -32.38560, 1.78495], [-19.12041, -33.04584, 0.55377], [-19.12100, -33.10078, 2.60033], [-18.08758, -31.82480, 1.91919], [-19.78091, -31.61245, 1.78201], [-18.31230, -32.86990, 0.06631]], "forces_ev_per_a": [[0.59, 0.43, -2.63], [-0.92, 0.14, 1.88], [-0.33, -0.11, 0.79], [0.66, 0.53, -0.46], [0.24, 0.20, -0.31], [-0.56, -0.19, 0.65], [-0.69, 0.24, 0.74], [3.27, 1.32, 0.55], [-0.29, 0.16, -0.29], [-0.12, -0.24, -0.16], [0.16, 0.35, -0.69], [-0.57, 0.52, -0.52], [-0.35, -0.61, -2.03], [-1.73, 0.91, -3.10], [-0.40, 0.45, -0.21], [0.28, 0.43, 1.02], [-0.09, -0.28, 0.73], [-0.87, 0.81, -0.41], [1.23, -1.99, -0.32], [0.01, 0.10, 5.95], [-0.28, -0.07, 0.25], [0.26, 0.12, 0.14], [-0.34, 0.63, 0.21], [-0.38, 0.07, 0.22], [-0.44, 0.13, -0.77], [0.83, -0.73, -0.88], [-0.18, 0.07, 0.18], [0.21, -0.74, -0.30], [0.91, -2.43, -0.01], [-0.13, -0.23, -0.22]], "smiles": "CO.CO.CO.CO.CO"}


2.
{"formula": "C5H20O5", "method": "the ωB97M-V functional and the def2-TZVPD basis", "symbols": ["C", "O", "H", "H", "H", "H", "C", "O", "H", "H", "H", "H", "C", "O", "H", "H", "H", "H", "C", "O", "H", "H", "H", "H", "C", "O", "H", "H", "H", "H"], "positions_angstrom": [[12.20207, 5.84992, 7.34781], [12.51602, 6.64100, 8.53127], [11.48667, 5.08934, 7.53949], [11.83789, 6.49047, 6.58614], [13.09551, 5.34229, 6.89320], [12.82413, 6.09676, 9.24033], [8.52827, 5.16092, 5.17272], [9.55313, 4.24850, 5.47662], [7.56523, 4.70441, 5.33088], [8.62791, 6.17074, 5.72448], [8.59948, 5.39534, 4.06134], [9.51133, 4.05020, 6.45227], [10.07084, 4.08248, 9.69595], [9.26212, 3.74521, 8.52715], [10.36483, 5.09148, 9.68029], [9.51270, 3.88269, 10.64274], [10.96228, 3.42046, 9.68681], [8.54995, 4.45836, 8.51686], [7.75296, 7.22649, 8.35437], [7.21958, 5.92714, 8.70261], [8.79435, 7.15272, 8.14370], [7.23378, 7.69251, 7.53843], [7.86349, 7.80674, 9.22743], [6.44385, 6.16941, 9.18017], [4.83985, 5.65343, 11.88596], [5.61341, 6.57666, 11.08774], [4.43262, 6.07267, 12.83725], [4.02757, 5.34909, 11.22099], [5.40809, 4.71064, 12.02506], [6.21885, 7.05361, 11.69273]], "forces_ev_per_a": [[2.04, -0.26, 0.68], [-0.61, 0.25, -1.63], [-0.80, -0.61, 0.32], [-0.47, 0.86, -0.42], [-0.47, 0.48, 0.65], [0.26, -0.74, 0.38], [0.57, 1.61, -1.06], [0.25, -0.16, 1.44], [-0.60, 0.11, 0.27], [-0.24, -1.51, -0.64], [-0.01, -0.26, 1.34], [0.09, 0.14, -1.20], [-0.76, -2.28, -0.10], [-0.52, 1.75, 0.84], [0.48, 1.40, -0.08], [0.29, 0.10, -0.68], [-0.54, 0.44, -0.08], [0.82, -1.24, 0.02], [0.48, -1.39, 0.20], [1.24, 0.81, -1.11], [0.85, -0.68, -0.96], [-0.35, 0.31, -0.21], [-0.85, 1.19, 1.15], [-1.12, -0.36, 0.98], [0.06, -0.55, -0.73], [0.20, 0.39, 1.28], [0.48, -0.24, -0.78], [-0.21, 0.24, 0.32], [-0.10, 0.63, 0.45], [-0.46, -0.44, -0.64]], "smiles": "CO.CO.CO.CO.CO"}


3.
{"formula": "C5H20O5", "method": "the ωB97M-V functional and the def2-TZVPD basis", "symbols": ["C", "O", "H", "H", "H", "H", "C", "O", "H", "H", "H", "H", "C", "O", "H", "H", "H", "H", "C", "O", "H", "H", "H", "H", "C", "O", "H", "H", "H", "H"], "positions_angstrom": [[-1.89622, 2.74115, -0.33053], [-3.06961, 3.36003, 0.15172], [-1.86446, 2.88325, -1.40801], [-0.98233, 3.20184, 0.07369], [-1.84705, 1.67103, -0.10490], [-3.09340, 3.28253, 1.10892], [-0.06344, -1.34183, -0.20345], [-1.12424, -2.27908, -0.15617], [-0.29270, -0.48837, -0.84168], [0.08725, -0.97809, 0.81253], [0.86768, -1.80658, -0.54350], [-1.48246, -2.40160, -1.03900], [-0.61411, -3.60648, 3.04807], [-0.73815, -4.74371, 2.21528], [0.39846, -3.58359, 3.46046], [-0.71369, -2.67686, 2.48053], [-1.31218, -3.62825, 3.88876], [-1.41014, -4.55047, 1.55611], [0.58898, 1.33240, -3.34340], [1.67238, 1.96400, -2.70158], [-0.22203, 1.08225, -2.65426], [0.23335, 2.00983, -4.11808], [0.92116, 0.39546, -3.80907], [1.65886, 1.77310, -1.75789], [2.69569, 0.87104, 0.71565], [1.57526, 1.51676, 0.12949], [2.93714, 1.27867, 1.69946], [2.53548, -0.20668, 0.78743], [3.55686, 1.05790, 0.07395], [0.99766, 1.87033, 0.80951]], "forces_ev_per_a": [[0.51, 0.06, 0.08], [-0.07, -0.01, 0.02], [-0.09, -0.06, -0.02], [-0.14, 0.06, -0.02], [-0.17, -0.04, -0.06], [-0.01, -0.01, 0.00], [0.12, -0.03, 0.02], [-0.24, -0.11, 0.07], [0.00, 0.04, -0.01], [0.01, 0.01, -0.01], [-0.03, 0.04, -0.03], [0.08, 0.00, -0.01], [0.47, 0.24, 0.02], [-0.03, 0.01, 0.05], [-0.07, -0.23, 0.00], [-0.27, -0.05, 0.04], [-0.12, 0.06, -0.09], [0.05, 0.02, -0.06], [0.29, -0.26, -0.03], [0.19, 0.21, 0.03], [-0.10, 0.17, -0.02], [-0.20, -0.10, -0.04], [-0.12, 0.07, -0.07], [-0.11, -0.02, 0.14], [0.35, 0.04, 0.05], [-0.15, 0.07, -0.06], [-0.10, -0.06, 0.00], [-0.01, 0.02, 0.07], [-0.05, -0.08, -0.04], [0.01, -0.04, 0.00]], "smiles": "CO.CO.CO.CO.CO"}


In kJ/mol, the energy relative to the best compared isomer or geometry (same formula, charge and spin) values for the records above are, in order, 630.0; 200.8; 181.9.